Density functional theory data (ωB97M-V/def2-TZVPD) for a molecular structure, C15H52F2HgNO15S2 in a non-equilibrium geometry.

```
! wB97M-V def2-TZVPD RIJCOSX def2/J DEFGRID3
* xyz 1 1
Hg 2.15111 2.28321 -3.02249
N 1.02968 1.61615 -1.27401
S 0.57688 2.09706 0.11099
O 1.07678 1.30204 1.21665
O -0.67805 2.85546 0.35567
F 1.63915 3.32677 0.21202
S -0.42039 0.68861 -1.40978
O -1.51236 1.42741 -2.08097
O -0.77080 -0.37676 -0.44652
F 0.08490 -0.25388 -2.59747
C -0.55018 -4.26703 -4.66743
O -0.16775 -2.95118 -4.26799
H -1.55716 -4.59366 -4.40784
H -0.59386 -4.31995 -5.75527
H 0.25169 -4.98993 -4.51740
H -0.76295 -2.27473 -4.59929
O 2.85238 -0.46353 -0.80540
H 2.65743 -0.98801 -1.58203
H 2.28009 0.29997 -0.88157
O 2.62700 0.18539 -4.00451
H 2.14724 -0.49369 -4.47879
H 3.54703 -0.06243 -4.09598
O -0.78250 -2.03891 1.60169
H -0.72884 -1.38060 0.90888
H -1.65700 -2.41636 1.50688
C -3.69111 0.13439 -4.05702
C -2.90971 -1.15145 -4.16898
O -1.93826 -1.06608 -5.15967
H -4.42222 0.28969 -4.85040
H -3.03242 1.00285 -4.05349
H -4.18055 0.17988 -3.08415
H -3.54443 -2.03594 -4.22305
H -2.35315 -1.16187 -3.23185
H -1.66139 -0.14821 -5.20936
C -1.78920 1.00651 3.32594
C -3.12724 0.33888 3.70553
O -3.83307 1.17048 4.56257
H -1.30200 1.22765 4.27558
H -1.87226 1.93237 2.75674
H -1.21680 0.32272 2.69914
H -2.98314 -0.66278 4.11050
H -3.65814 0.09591 2.78509
H -4.76795 0.98223 4.45236
C 6.06801 2.70377 -0.87844
C 4.63244 2.38993 -0.60948
O 4.03557 1.63828 -1.62460
H 6.40080 3.28256 -0.01685
H 6.19630 3.35395 -1.74383
H 6.69766 1.85906 -1.15794
H 4.07718 3.32471 -0.53209
H 4.57547 1.85991 0.34126
H 4.08552 0.70787 -1.39346
C -0.21026 4.40822 3.68758
C 0.58977 3.72871 4.82635
O 0.00641 4.10053 6.00834
H -1.28626 4.27483 3.79947
H 0.15178 4.08161 2.71272
H -0.06919 5.47048 3.88708
H 1.65833 3.94367 4.81673
H 0.48921 2.67741 4.55666
H -0.83911 3.64691 6.03879
C 1.53105 -0.06538 5.40302
C 1.58412 -1.01636 4.25462
O 0.34198 -1.66720 4.18748
H 0.71929 0.65259 5.28599
H 2.46276 0.44549 5.64598
H 1.27083 -0.49959 6.36834
H 2.30770 -1.77251 4.55921
H 1.88869 -0.58157 3.30262
H 0.13103 -1.71267 3.25205
C -3.87735 0.22165 0.27163
C -5.32526 -0.39100 0.07390
O -5.28489 -1.71312 -0.49097
H -3.79443 1.13501 0.86071
H -3.50285 0.55025 -0.69782
H -3.04105 -0.42945 0.52615
H -5.81689 0.31585 -0.59449
H -5.90841 -0.42975 0.99397
H -5.93560 -1.69584 -1.19659
C 2.47542 -4.64867 -1.66523
C 2.90189 -3.53201 -2.64261
O 1.98925 -2.44348 -2.66523
H 2.19270 -4.30854 -0.66899
H 3.28272 -5.36209 -1.49977
H 1.69572 -5.26600 -2.11137
H 2.89530 -3.91521 -3.66302
H 3.91544 -3.22688 -2.38241
H 1.18468 -2.76457 -3.07896
*
```

**HOMO**: -10.7 eV
**Lowest unoccupied orbital energy**: -8.6399 eV
**Electronic energy**: -79865.3846 eV
**Gap between HOMO and LUMO**: 2.10 eV

---

Density functional theory data (ωB97M-V/def2-TZVPD) for 11 unconnected molecules or ions with the total composition C15H52N2O11 in a non-equilibrium geometry.

```
! wB97M-V def2-TZVPD RIJCOSX def2/J DEFGRID3
* xyz 0 1
N -6.01700 11.91100 -25.49700
C -7.15300 11.76200 -26.17700
N -6.96300 11.70800 -27.45100
O -8.36700 11.89200 -25.61000
H -6.07900 11.53600 -24.48900
H -5.11400 11.81100 -25.95300
H -7.78600 11.34400 -27.95800
H -6.08500 11.36100 -27.93000
C -8.57700 5.95800 -27.90100
C -9.80300 6.25600 -28.74800
O -9.38800 6.77000 -29.99000
H -8.75800 5.46700 -26.99000
H -8.09600 6.86200 -27.44000
H -7.77500 5.51900 -28.41600
H -10.37700 7.01900 -28.19600
H -10.48100 5.39700 -28.78200
H -8.57400 6.38600 -30.18400
C -10.18900 11.49600 -28.62500
C -9.77300 10.20400 -29.44200
O -8.54100 9.93400 -28.96700
H -9.38500 12.25400 -28.75400
H -10.39800 11.28500 -27.59100
H -11.09500 11.88600 -29.12500
H -9.73000 10.49000 -30.47900
H -10.25600 9.20000 -29.43200
H -8.26600 9.06000 -29.33300
C -13.46000 13.90300 -27.07300
C -12.06900 14.45900 -26.62500
O -12.35700 15.35100 -25.54500
H -13.34100 13.10500 -27.80200
H -14.03000 14.76900 -27.51600
H -14.11300 13.56900 -26.27900
H -11.85700 14.99800 -27.51500
H -11.40200 13.64900 -26.35300
H -11.52600 15.48700 -25.07900
C -6.23500 7.09500 -31.87500
C -5.72100 7.18700 -30.44500
O -6.47000 8.20200 -29.80100
H -7.28800 6.77300 -32.01100
H -5.70800 6.21900 -32.34700
H -6.03700 8.00700 -32.43800
H -4.68300 7.39900 -30.43900
H -6.00100 6.22900 -29.92700
H -6.18000 8.13300 -28.89100
C -13.56200 7.56300 -30.09800
O -12.51300 6.72300 -30.49000
H -14.40600 7.35800 -30.73400
H -13.16900 8.60900 -30.08000
H -13.74800 7.21400 -29.08500
H -11.73700 6.88500 -29.94400
C -13.24200 9.95000 -27.57900
O -12.21200 9.11200 -26.98000
H -13.46800 10.78200 -26.91800
H -14.12600 9.38900 -27.77100
H -12.81900 10.40600 -28.48300
H -12.51300 8.22300 -26.65500
C -11.88700 11.79100 -24.21200
O -13.24700 11.43600 -24.04700
H -11.23200 11.41600 -23.50800
H -11.77800 12.89300 -24.06100
H -11.60100 11.31200 -25.14300
H -13.66000 12.11800 -23.51600
C -4.78000 10.97800 -30.83300
O -4.99900 10.64500 -29.49800
H -5.68000 11.53200 -31.03900
H -4.78600 10.08800 -31.50000
H -4.04700 11.76400 -30.97400
H -5.67900 9.97200 -29.45100
C -8.62000 14.92900 -27.08100
O -8.19100 15.14900 -25.79700
H -9.31000 15.68100 -27.42500
H -9.19300 13.97800 -27.22200
H -7.82900 14.93400 -27.76400
H -7.28400 14.84000 -25.64900
C -8.89300 8.68500 -25.57800
O -10.08900 8.00100 -25.72900
H -8.75600 9.36500 -24.71900
H -8.77300 9.28000 -26.43000
H -7.95900 8.03000 -25.51600
H -10.60000 8.39400 -26.40000
*
```

**HOMO**: -9.2 eV
**SMILES**: NC(N)=O.CCO.CCO.CCO.CCO.CO.CO.CO.CO.CO.CO
**Lowest unoccupied orbital energy**: 0.2009 eV
**Electronic energy**: -41895.2474 eV
**Gap between HOMO and LUMO**: 9.41 eV